(1)
The following is a DFT calculation (wB97M-V/def2-TZVPD) of one molecule with the formula C5H8O2 at a distorted geometry.

Last column: natural (NBO) charge in e.
Element x y z (Å)
H 2.267 -0.808 -0.650  0.18
H -1.890 1.695 0.085  0.19
C 0.405 -0.491 0.456  0.02
H 1.984 1.397 1.068  0.47
H 1.384 0.682 -1.045  0.17
H -2.232 0.127 0.899  0.16
H -2.143 -0.248 -1.741  0.21
C -1.346 -0.102 -1.019  -0.23
H 0.667 -1.167 1.278  0.19
C -0.574 -1.072 -0.534  -0.19
H -0.943 -2.086 -0.497  0.22
C 1.687 0.015 -0.220  -0.07
O 2.519 0.679 0.699  -0.71
C -1.515 0.702 0.269  -0.08
O -0.270 0.679 0.952  -0.53

2S+1   1
ΔE to the lowest compared entry with this formula, charge and spin   3.007 eV
SMILES   OC[C@@H]1C=CCO1

(2)
The following is a DFT calculation (wB97M-V/def2-TZVPD) of one molecule with the formula C5H8O2.

Last column: natural (NBO) charge in e.
Element x y z (Å)
C -0.899 0.010 0.710  0.59
O -1.558 0.737 1.431  -0.56
H -1.309 -1.651 -0.646  0.23
H 1.005 -1.174 -1.071  0.22
C 1.328 -0.203 -0.704  -0.43
H 0.277 1.769 1.639  0.49
H -0.211 0.887 -1.933  0.22
H -2.310 -1.580 0.840  0.24
H -0.596 -2.072 0.913  0.24
C 0.424 0.544 0.221  0.13
C 0.589 1.007 -1.208  -0.43
O 1.025 1.325 1.205  -0.69
H 2.395 -0.118 -0.525  0.24
H 1.158 1.928 -1.294  0.23
C -1.317 -1.407 0.421  -0.72

2S+1   1
ΔE to the lowest compared entry with this formula, charge and spin   1.199 eV
SMILES   CC(=O)C1(O)CC1

(3)
The following is a DFT calculation (wB97M-V/def2-TZVPD) of C5H8O2 as an isolated structure.

Last column: natural (NBO) charge in e.
Element x y z (Å)
H -0.685 1.030 -2.199  0.21
O -1.791 -0.332 1.108  -0.71
H -0.528 -1.227 -1.173  0.18
C 0.036 -0.356 -0.805  0.10
C 0.616 -0.891 0.981  0.07
C 0.284 0.697 -1.830  -0.63
C 0.493 0.434 1.606  -0.46
H -2.526 -0.023 0.570  0.48
H 0.803 1.529 -1.348  0.22
O 1.262 -0.873 -0.273  -0.52
H 1.234 1.206 1.426  0.23
H 0.123 0.336 2.624  0.24
C -0.536 0.009 0.591  0.15
H 0.319 -1.845 1.371  0.20
H 0.896 0.306 -2.648  0.22

2S+1   1
ΔE to the lowest compared entry with this formula, charge and spin   3.141 eV

(4)
The following is a DFT calculation (wB97M-V/def2-TZVPD) of one molecule with the formula C5H8O2 at a distorted geometry.

Last column: natural (NBO) charge in e.
Element x y z (Å)
C -0.731 0.443 0.353  -0.36
O -2.651 -0.224 -0.906  -0.70
H -3.235 -0.343 -0.139  0.49
H 1.431 0.539 -1.305  0.23
H -0.965 -2.198 -0.855  0.48
H 0.594 2.058 -0.826  0.22
C 1.403 -0.722 1.239  -0.37
C 1.177 1.204 -0.479  -0.65
C 0.628 0.272 0.819  0.02
H 1.153 -1.257 2.152  0.20
O -0.676 -1.341 -1.216  -0.70
H 2.114 1.584 -0.067  0.20
C -1.355 -0.385 -0.516  0.52
H -1.322 1.203 0.852  0.22
H 2.433 -0.832 0.895  0.20

2S+1   1
ΔE to the lowest compared entry with this formula, charge and spin   3.601 eV
SMILES   C=C(C)C=C(O)O

(5)
The following is a DFT calculation (wB97M-V/def2-TZVPD) of one molecule with the formula C5H8O2.

Last column: natural (NBO) charge in e.
Element x y z (Å)
O 1.295 1.448 -1.436  -0.52
H -1.668 -1.526 -0.965  0.21
H -0.863 -0.151 -1.795  0.22
H 1.270 -1.224 -1.147  0.22
H 0.131 0.323 2.230  0.47
O 0.950 0.113 1.776  -0.69
H 1.362 2.193 0.450  0.12
C 1.113 1.361 -0.246  0.43
H 0.479 -1.996 0.270  0.22
C -0.923 -0.733 -0.874  -0.40
C 0.492 0.166 0.451  0.12
C -1.056 0.221 0.321  -0.42
H -1.533 1.194 0.174  0.21
H -1.539 -0.268 1.180  0.20
C 0.488 -1.122 -0.389  -0.41

2S+1   1
ΔE to the lowest compared entry with this formula, charge and spin   1.457 eV
SMILES   O=CC1(O)CCC1

(6)
The following is a DFT calculation (wB97M-V/def2-TZVPD) of one molecule with the formula C5H8O2.

Last column: natural (NBO) charge in e.
Element x y z (Å)
H -0.716 -1.900 -0.022  0.21
H -1.362 -1.235 1.492  0.23
H 0.630 1.512 -1.130  0.25
H -1.463 1.220 1.905  0.18
O 2.407 -0.970 -1.068  -0.63
C -1.029 1.378 0.918  -0.10
H 0.259 -0.095 -1.809  0.17
H 1.821 -1.249 -1.812  0.45
C -0.500 0.236 0.173  0.22
C 1.917 0.013 -0.361  0.31
H 0.401 -1.383 1.263  0.23
C 0.571 0.444 -0.889  -0.59
O -1.758 0.806 -0.163  -0.49
H -0.629 2.376 0.738  0.18
C -0.550 -1.153 0.764  -0.64

2S+1   1
ΔE to the lowest compared entry with this formula, charge and spin   3.894 eV

(7)
The following is a DFT calculation (wB97M-V/def2-TZVPD) of one molecule with the formula C5H8O2 at a distorted geometry.

Last column: natural (NBO) charge in e.
Element x y z (Å)
H 2.009 0.962 0.296  0.17
H -1.344 1.839 -0.662  0.23
C -0.699 0.965 -0.746  -0.54
O -2.043 -0.768 -1.894  -0.54
H -0.233 1.206 1.384  0.21
H -0.801 -1.936 0.395  0.25
H 0.036 1.092 -1.537  0.24
C -1.499 -0.310 -0.918  0.58
H -1.257 -0.379 1.329  0.29
O 1.513 -0.968 -0.335  -0.72
C -1.140 -0.897 0.396  -0.57
H 1.680 -0.199 1.601  0.17
H 2.443 -1.187 -0.432  0.47
C 1.389 0.095 0.576  -0.08
C -0.055 0.484 0.549  -0.17

2S+1   1
ΔE to the lowest compared entry with this formula, charge and spin   3.016 eV
SMILES   O=C1CC(CO)C1

(8)
The following is a DFT calculation (wB97M-V/def2-TZVPD) of C5H8O2 as an isolated structure at a distorted geometry.

Last column: natural (NBO) charge in e.
Element x y z (Å)
H 0.735 -1.184 1.245  0.19
C -0.774 -0.845 -0.301  -0.30
C 1.695 0.067 -0.237  -0.09
O 2.551 0.711 0.683  -0.71
H -2.394 0.115 1.040  0.22
H -1.174 -1.848 -0.370  0.24
H 2.253 -0.774 -0.662  0.19
C -1.461 0.148 0.502  0.10
H 2.045 1.441 1.062  0.47
C -1.266 0.240 -1.238  -0.55
C 0.472 -0.454 0.473  0.08
H -2.193 -0.133 -1.688  0.19
H -1.580 1.146 -0.552  0.29
O -0.292 0.642 1.095  -0.51
H 1.382 0.729 -1.053  0.19

2S+1   1
ΔE to the lowest compared entry with this formula, charge and spin   5.156 eV

(9)
The following is a DFT calculation (wB97M-V/def2-TZVPD) of C5H8O2 as an isolated structure.

Last column: natural (NBO) charge in e.
Element x y z (Å)
H 1.124 -0.191 1.502  0.17
O -0.640 -0.602 -1.249  -0.53
H -0.456 -2.065 0.303  0.20
C -0.367 -0.991 0.123  0.05
H 0.705 1.924 0.416  0.21
C -1.393 0.049 0.593  -0.43
C 0.976 -0.294 0.422  0.08
C -0.810 0.722 -0.662  0.08
H 1.882 -1.581 -0.725  0.47
H -2.422 -0.286 0.456  0.22
O 2.133 -0.925 -0.070  -0.71
H 1.261 1.229 -1.133  0.23
H -1.246 0.528 1.566  0.20
H -1.377 1.417 -1.285  0.20
C 0.629 1.065 -0.257  -0.45

2S+1   1
ΔE to the lowest compared entry with this formula, charge and spin   1.743 eV

(10)
The following is a DFT calculation (wB97M-V/def2-TZVPD) of C5H8O2 as an isolated structure at a distorted geometry.

Last column: natural (NBO) charge in e.
Element x y z (Å)
C -2.317 -0.452 -0.274  -0.66
O -0.460 1.878 0.037  -0.70
H 2.418 1.316 -0.587  0.18
C -0.867 -0.475 0.046  0.01
H -0.247 -1.340 -0.138  0.19
H -2.856 0.491 -0.269  0.24
H 3.718 -0.730 -0.004  0.21
C 0.031 0.656 0.146  0.53
C 2.621 -0.634 0.040  -0.43
C 1.949 0.466 -0.263  -0.20
H 2.075 -1.554 0.226  0.19
H -2.973 -1.182 0.217  0.23
H -0.254 2.419 0.834  0.49
O -0.321 -0.006 1.314  -0.51
H -2.516 -0.851 -1.327  0.23

2S+1   1
ΔE to the lowest compared entry with this formula, charge and spin   4.091 eV

(11)
The following is a DFT calculation (wB97M-V/def2-TZVPD) of one molecule with the formula C5H8O2.

Last column: natural (NBO) charge in e.
Element x y z (Å)
C 1.268 -0.064 -0.309  -0.06
H 3.529 0.090 -0.479  0.24
C 2.464 0.053 -0.404  -0.22
H -0.868 0.419 -1.829  0.48
H -0.193 -1.361 1.699  0.22
H 0.251 2.284 -0.500  0.48
H -1.906 0.825 0.566  0.19
O -0.790 -0.472 -1.449  -0.70
H 0.234 -2.334 0.277  0.23
C -0.200 -0.275 -0.181  0.14
C -0.830 0.982 0.444  -0.07
H -0.389 1.203 1.426  0.18
O -0.693 2.070 -0.454  -0.72
H -1.455 -1.881 0.549  0.23
C -0.422 -1.538 0.644  -0.61

2S+1   1
ΔE to the lowest compared entry with this formula, charge and spin   2.250 eV
SMILES   C#C[C@](C)(O)CO

(12)
The following is a DFT calculation (wB97M-V/def2-TZVPD) of one molecule with the formula C5H8O2.

Last column: natural (NBO) charge in e.
Element x y z (Å)
C 0.955 -1.087 0.308  -0.40
H -0.757 1.848 1.208  0.47
H 0.029 0.041 1.947  0.20
C -0.303 0.597 -0.134  0.13
O -1.103 -0.622 -2.064  -0.52
C -1.310 0.186 -1.191  0.43
H 1.775 -1.412 0.950  0.21
H 0.637 -1.904 -0.342  0.22
C 1.149 0.218 -0.494  -0.41
C -0.260 -0.450 1.007  -0.41
H 1.391 0.124 -1.556  0.23
H -2.295 0.688 -1.071  0.12
O -0.595 1.912 0.262  -0.70
H -1.157 -1.052 1.186  0.21
H 1.843 0.914 -0.015  0.22

2S+1   1
ΔE to the lowest compared entry with this formula, charge and spin   1.367 eV
SMILES   O=CC1(O)CCC1

(13)
The following is a DFT calculation (wB97M-V/def2-TZVPD) of a 3-piece molecular cluster, C5H8O2 overall.

Last column: natural (NBO) charge in e.
Element x y z (Å)
C 0.864 1.821 -0.480  0.28
H 0.293 2.768 -0.483  0.12
H -1.061 -2.219 0.939  0.23
H -0.921 0.828 1.180  0.16
C -1.627 -0.517 -0.492  -0.19
O 1.661 -0.819 0.964  -0.54
H 2.861 -0.812 -0.666  0.11
H 1.453 1.599 0.429  0.13
O 0.845 1.064 -1.421  -0.52
C -1.716 0.146 0.850  -0.43
C 1.897 -1.079 -0.192  0.29
C -1.368 -1.272 0.525  -0.17
H -1.701 -0.370 -1.558  0.23
H -2.692 0.389 1.280  0.18
H 1.173 -1.609 -0.836  0.12

2S+1   1
ΔE to the lowest compared entry with this formula, charge and spin   4.707 eV
SMILES   C1=CC1.C=O.C=O

(14)
The following is a DFT calculation (wB97M-V/def2-TZVPD) of C5H8O2 as an isolated structure at a distorted geometry.

Last column: natural (NBO) charge in e.
Element x y z (Å)
C -2.218 -0.088 -0.341  0.28
H -2.233 0.773 -1.017  0.15
C 0.684 0.450 -1.134  0.58
H 2.515 -0.954 -1.267  0.22
H -0.376 0.979 0.964  0.24
H -1.729 -1.304 1.480  0.05
C 0.357 0.507 0.327  -0.34
H 2.805 0.748 -0.798  0.22
C 2.094 -0.081 -0.761  -0.53
O 0.114 0.658 -2.174  -0.53
O -2.614 0.036 0.794  -0.52
H 1.931 -0.375 1.594  0.22
C 1.494 -0.131 0.632  -0.08
H -0.988 -1.652 1.465  -0.09
H -1.844 -1.052 -0.751  0.13

2S+1   1
ΔE to the lowest compared entry with this formula, charge and spin   4.283 eV

(15)
The following is a DFT calculation (wB97M-V/def2-TZVPD) of a 2-piece molecular cluster, C5H8O2 overall at a distorted geometry.

Last column: natural (NBO) charge in e.
Element x y z (Å)
C 0.091 -1.447 -0.473  0.65
C -1.906 -0.293 -0.973  -0.61
C 1.866 0.134 0.276  -0.44
O -1.153 0.485 1.033  -0.65
H -0.805 1.267 0.560  0.48
H -2.882 -0.116 -0.496  0.23
H 1.339 0.516 2.275  0.20
C -0.821 -0.544 0.076  -0.01
H 1.310 2.045 1.233  0.20
H 2.268 -0.879 0.450  0.22
H -1.602 0.585 -1.567  0.19
H 2.139 0.569 -0.688  0.20
C 1.423 0.945 1.273  -0.39
O 0.625 -2.166 -1.280  -0.49
H -1.892 -1.102 -1.698  0.21

2S+1   1
ΔE to the lowest compared entry with this formula, charge and spin   4.726 eV
SMILES   CC(O)=C=O.C=C

(16)
The following is a DFT calculation (wB97M-V/def2-TZVPD) of one molecule with the formula C5H8O2.

Last column: natural (NBO) charge in e.
Element x y z (Å)
H -1.852 -0.913 -3.073  0.13
H 0.956 -0.566 -0.666  0.24
H 2.206 0.664 1.266  0.20
O -2.181 0.184 -0.825  -0.49
H 1.281 1.650 2.411  0.21
H 0.153 1.690 0.193  0.20
C 0.031 -0.436 -0.092  -0.51
H 1.164 -0.114 2.472  0.20
C -1.133 -0.383 -1.046  0.49
C 1.249 0.745 1.796  -0.60
H -0.074 -1.356 0.504  0.24
C -0.986 -1.083 -2.403  0.35
C 0.081 0.791 0.817  -0.39
O -0.024 -1.743 -2.707  -0.47
H -0.871 0.871 1.354  0.22

2S+1   1
ΔE to the lowest compared entry with this formula, charge and spin   0.794 eV
SMILES   CCCC(=O)C=O

(17)
The following is a DFT calculation (wB97M-V/def2-TZVPD) of one molecule with the formula C5H8O2.

Last column: natural (NBO) charge in e.
Element x y z (Å)
O 0.024 -0.829 -1.503  -0.71
H 0.729 -0.250 -1.832  0.49
H 1.212 -1.522 0.723  0.25
H 0.478 -0.345 1.805  0.23
H -1.002 1.605 0.632  0.21
H 2.662 0.644 1.317  0.11
C -0.296 -0.334 -0.238  0.23
C 0.818 -0.497 0.773  -0.54
O 2.141 0.958 -0.598  -0.54
H -2.391 -0.939 -0.552  0.23
C -1.164 0.888 -0.170  -0.44
C -1.724 -0.475 0.172  -0.43
C 1.963 0.440 0.480  0.46
H -1.455 1.323 -1.122  0.23
H -1.946 -0.694 1.215  0.21

2S+1   1
ΔE to the lowest compared entry with this formula, charge and spin   1.392 eV
SMILES   O=CCC1(O)CC1